This record from OMol25 describes a molecular structure, C56H28I4N5O8SV. The level of theory is the ωB97M-V functional and the def2-TZVPD basis.

Geometry as ORCA input:
```
! wB97M-V def2-TZVPD RIJCOSX def2/J DEFGRID3
* xyz -2 3
V -0.52361 -0.05650 -0.17929
I -0.55023 9.22453 -1.28259
C -0.81333 7.15846 -0.99611
C -1.54092 6.42371 -1.91738
C -1.75587 5.07206 -1.69276
C -1.29065 4.42943 -0.53173
C -0.44541 5.18619 0.30494
C -0.22777 6.53660 0.09662
C -1.56934 3.03719 -0.22927
C -1.32724 2.50325 1.05378
C -1.55888 3.20338 2.28915
C -1.55326 2.28005 3.27985
C -1.21648 1.01832 2.69039
C -0.94761 -0.15185 3.37077
C -0.97783 -0.16236 4.85886
C -1.77236 -1.09099 5.52812
C -1.82322 -1.13615 6.91623
C -1.04940 -0.24596 7.63993
I -1.13165 -0.28511 9.74076
C -0.22839 0.67349 7.00631
C -0.19937 0.71252 5.61851
C -0.49600 -1.31191 2.72405
N -0.41510 -1.46835 1.35706
C 0.33836 -2.59342 1.14604
C 0.57800 -3.14518 -0.12730
C 1.58331 -4.21976 -0.32128
C 1.48431 -5.46493 0.29409
C 2.44112 -6.45017 0.07923
C 3.50618 -6.17555 -0.76275
I 4.95857 -7.66131 -1.08885
C 3.62819 -4.94940 -1.39814
C 2.66132 -3.97552 -1.17574
C -0.18485 -2.75786 -1.20495
C -0.40336 -3.54796 -2.39202
C -1.47022 -3.02421 -3.02393
C -1.88850 -1.85354 -2.28473
N -1.05667 -1.69418 -1.18782
C -2.89700 -0.99519 -2.63156
C -3.02910 0.27973 -2.02837
C -3.93992 1.29057 -2.38456
C -3.48152 2.46835 -1.82496
C -2.31410 2.15585 -1.09498
N -2.08453 0.81251 -1.16279
C -3.79110 -1.37416 -3.75799
C -4.47584 -2.59043 -3.73866
C -5.31351 -2.97449 -4.77873
C -5.48061 -2.12099 -5.85552
I -6.76586 -2.67397 -7.42241
C -4.81538 -0.90622 -5.91210
C -3.97302 -0.54641 -4.86776
C 0.74638 -3.15037 2.39118
C 0.19407 -2.37282 3.36940
N -1.13989 1.17748 1.30779
H -1.92807 6.89232 -2.81222
H -2.26399 4.49787 -2.45509
H 0.09380 4.68739 1.10065
H 0.42047 7.08733 0.76478
H -1.79158 4.25367 2.37009
H -1.76251 2.44947 4.32391
H -2.36883 -1.78678 4.95075
H -2.45882 -1.85385 7.41698
H 0.39990 1.34158 7.58024
H 0.46873 1.39823 5.11097
H 0.63966 -5.67402 0.93975
H 2.34870 -7.41717 0.55505
H 4.46689 -4.74503 -2.05186
H 2.73840 -2.99973 -1.64508
H 0.16616 -4.42273 -2.66621
H -1.91889 -3.37493 -3.94082
H -4.82725 1.16579 -2.98400
H -3.96410 3.43175 -1.86952
H -4.36192 -3.24084 -2.87967
H -5.83256 -3.92347 -4.74111
H -4.94422 -0.24592 -6.75941
H -3.41906 0.38176 -4.92916
H 1.37908 -4.01541 2.51584
H 0.30948 -2.48552 4.43684
O 2.04440 3.55993 -4.59434
C 1.98285 2.56390 -3.92661
C 1.55025 2.45680 -2.47565
O 1.53340 3.36374 -1.65822
C 1.15851 1.08572 -2.32911
C 1.43576 0.24952 -3.45512
O 1.12458 -0.91976 -3.64424
C 2.20651 1.13560 -4.41243
O 2.89539 0.79578 -5.33594
O 0.49369 0.63159 -1.24743
O 2.73913 -0.85672 -0.45479
C 2.85655 -0.13077 0.52656
N 1.83816 0.37628 1.28352
S 2.40917 1.07999 2.61599
O 1.90303 2.42119 2.77850
O 2.31395 0.22845 3.78420
C 4.12828 1.06894 2.14660
C 5.24681 1.55799 2.79255
C 6.48771 1.25310 2.24332
C 6.58664 0.47169 1.09172
C 5.44658 -0.01454 0.46194
C 4.21787 0.29915 1.01039
H 5.15553 2.16336 3.68717
H 7.38905 1.62227 2.71908
H 7.56604 0.24232 0.68645
H 5.49975 -0.62377 -0.43186
*
```

For the frontier orbital gap (alpha / beta), the calculation gives 4.167 / 5.348 eV. The expectation value of S² is 2.1110. As for the highest occupied orbital energy (alpha / beta): -0.047 / -0.091 hartree. Its LUMO energy (alpha / beta) is 2.878 / 2.877 eV.

This record from OMol25 describes a molecular structure, C56H40BF4NO3P2SV. The level of theory is the ωB97M-V functional and the def2-TZVPD basis.

Geometry as ORCA input:
```
! wB97M-V def2-TZVPD RIJCOSX def2/J DEFGRID3
* xyz 1 3
V -0.04460 0.31114 -0.86764
O -1.02510 -0.81510 1.83174
S -0.18735 0.35479 1.44395
C 1.22374 0.39999 2.50629
C 0.82250 0.30954 3.82204
C 1.72341 0.32167 4.89727
C 3.04963 0.43462 4.60583
C 4.24641 0.52896 5.52296
C 5.47261 0.50442 4.57418
C 4.87939 0.50450 3.18323
C 5.48175 0.51421 1.96256
C 4.65604 0.44108 0.82550
C 3.27789 0.36900 0.86389
P 2.49165 0.16268 -0.76183
C 3.04363 -1.44563 -1.42492
C 3.85948 -2.32841 -0.72962
C 4.20420 -3.55217 -1.29114
C 3.73450 -3.90333 -2.54844
C 2.91393 -3.02767 -3.25028
C 2.56906 -1.80873 -2.68711
C 3.43768 1.36788 -1.79175
C 3.51185 2.70139 -1.37948
C 4.23025 3.63135 -2.11239
C 4.89475 3.24749 -3.27128
C 4.84642 1.92464 -3.67723
C 4.12676 0.98894 -2.94096
C 2.61300 0.41388 2.13679
C 3.47109 0.46109 3.25781
C -1.14726 1.77609 1.95455
C -0.60990 2.77051 2.73115
C -1.41719 3.70839 3.40971
C -2.77190 3.55777 3.34279
C -3.89906 4.30952 4.02005
C -5.19170 3.55434 3.59643
C -4.71905 2.50500 2.61222
C -5.39110 1.56206 1.89502
C -4.65747 0.77406 0.97542
C -3.29322 0.86369 0.80864
P -2.55979 0.16423 -0.71046
C -3.31908 -1.48860 -0.84918
C -3.85559 -1.92428 -2.05838
C -4.35391 -3.21583 -2.17526
C -4.30738 -4.08244 -1.09251
C -3.76188 -3.65574 0.11217
C -3.26640 -2.36524 0.23690
C -3.26370 1.12025 -2.10523
C -2.46226 1.33315 -3.22518
C -2.93869 2.03208 -4.32480
C -4.23059 2.53348 -4.31755
C -5.04089 2.32915 -3.20828
C -4.56195 1.62873 -2.11143
C -2.55594 1.69631 1.71226
C -3.31386 2.55363 2.51482
H -0.23737 0.23138 4.03473
H 1.35429 0.25974 5.91327
H 4.26074 -0.28568 6.24649
H 4.20407 1.45659 6.09552
H 6.07637 -0.39139 4.72485
H 6.13230 1.35795 4.72875
H 6.55824 0.55477 1.84875
H 5.13933 0.43230 -0.14462
H 4.20590 -2.08032 0.26514
H 4.83544 -4.23503 -0.73703
H 4.00331 -4.85905 -2.98069
H 2.53917 -3.29376 -4.23103
H 1.92544 -1.13631 -3.24398
H 3.02651 3.01838 -0.46818
H 4.26776 4.66010 -1.77511
H 5.45308 3.97467 -3.84765
H 5.37583 1.60684 -4.56673
H 4.12532 -0.03783 -3.27473
H 0.46178 2.81756 2.86283
H -0.95070 4.47991 4.00914
H -3.91615 5.34700 3.68265
H -3.77289 4.33335 5.10189
H -5.92309 4.22225 3.14248
H -5.68184 3.08591 4.45082
H -6.46434 1.43868 1.97089
H -5.21009 0.08412 0.34736
H -3.87639 -1.26194 -2.91451
H -4.77735 -3.54255 -3.11650
H -4.69626 -5.08912 -1.18644
H -3.72116 -4.32808 0.95990
H -2.83292 -2.03809 1.17275
H -1.46125 0.93118 -3.27246
H -2.29763 2.18273 -5.18369
H -4.60567 3.08445 -5.17080
H -6.05207 2.71575 -3.19471
H -5.21459 1.49556 -1.26048
F 0.50110 1.96850 -1.99735
B 0.15180 3.06719 -1.01974
F 0.94229 2.74510 0.10700
F 0.41637 4.28636 -1.52044
F -1.17577 2.76437 -0.73388
O -0.89123 -1.36618 -2.99648
C -0.53147 -2.09914 -2.09422
N 0.00672 -1.56247 -0.91806
C 0.51408 -2.63139 -0.10971
O 1.16098 -2.49769 0.88752
C 0.10244 -3.89497 -0.78648
C 0.28649 -5.20179 -0.39322
C -0.18075 -6.19381 -1.25126
C -0.80310 -5.87267 -2.45802
C -0.97769 -4.54718 -2.84626
C -0.51253 -3.57715 -1.98347
H 0.77496 -5.44299 0.54251
H -0.05978 -7.23448 -0.97805
H -1.15435 -6.66906 -3.10187
H -1.45854 -4.28509 -3.78124
*
```

For the frontier orbital gap (alpha / beta), the calculation gives 7.008 / 7.576 eV. The expectation value of S² is 2.0212. As for the highest occupied orbital energy (alpha / beta): -0.387 / -0.387 hartree. Its LUMO energy (alpha / beta) is -3.520 / -2.960 eV.